The following is a quantum chemistry calculation of a structure of composition C10H22F6O9V, from the OMol25 dataset.

Values from the calculation:
**Expectation value of S²**: 0.786
**E_tot**: -2614.59623 Ha
**HOMO energy (spin up / spin down)**: -8.6018 / -8.6213 eV
**2S+1**: 2

Geometry as XYZ:
```
48
Properties=species:S:1:pos:R:3:forces:R:3
O 1.29108 0.55224 -0.34630 -0.9506 -1.9288 1.7592
V 0.42430 -0.31557 0.69072 -1.2855 4.2067 -4.2042
C -1.13257 -1.32923 -1.81159 0.5469 0.4868 0.0149
O -1.93670 -0.64211 -2.73815 -0.2896 -0.7636 -0.6595
O -1.21788 -0.65722 -0.66333 1.3941 -0.8510 2.0099
C -1.51871 -2.83533 -1.76528 -0.7772 -0.1722 0.1228
F -0.60108 -3.52562 -1.03465 -0.0828 -0.1251 -0.1392
F -2.71551 -3.14043 -1.23730 0.1023 0.3297 0.1463
F -1.50837 -3.40905 -2.98893 0.1705 0.0592 0.0321
C -1.50561 -0.72659 -4.09049 0.2935 0.2285 0.3362
C -2.42766 0.08193 -4.97410 1.0434 -0.0912 -0.3986
H -3.36952 -0.43843 -5.12140 -0.2777 0.3909 0.2441
H -2.47460 1.10909 -4.61809 -0.5694 -0.0919 0.2000
H -1.93909 0.14828 -5.95286 -0.1284 -0.0994 -0.0625
H -1.45286 -1.75346 -4.45398 -0.0714 -0.0421 0.0548
H -0.48132 -0.32858 -4.09974 0.0089 0.0612 -0.3151
H -0.08246 -1.44517 -2.17023 -0.0036 0.4166 -0.3602
C -0.56827 2.14079 2.24024 -0.3054 0.0534 -2.0180
O 0.73499 2.51309 1.84726 0.3942 0.2830 1.1354
O -0.90729 1.14859 1.38933 0.7603 -2.4930 0.5257
C -0.63304 1.76086 3.71820 0.7800 0.3259 -0.1892
F 0.20029 0.72393 3.97772 -0.2255 -0.1933 0.2173
F -0.22890 2.78684 4.49820 0.0254 -0.0634 0.0946
F -1.86097 1.43777 4.11909 -0.0926 -0.3064 -0.0287
C 1.17889 3.86072 1.96399 -0.1801 0.0080 -0.0194
C 2.65523 3.80672 1.62576 0.0011 0.0850 -0.4127
H 2.67866 3.42308 0.60338 0.3917 -0.2491 0.1189
H 3.19027 4.75730 1.61407 -0.3828 0.2084 0.1266
H 3.20024 3.15563 2.30955 -0.1160 -0.1728 -0.0669
H 0.96954 4.27232 2.95516 0.0710 -0.0134 -0.0291
H 0.64249 4.44144 1.20442 0.0278 0.2106 0.1606
H -1.31962 2.93292 2.07884 0.3285 0.4485 0.3334
O 2.33655 -0.38385 1.96851 -0.3310 -0.5589 0.6128
H 3.20786 0.01925 1.90681 -0.2147 0.3364 -0.3167
H 2.33995 -0.88528 2.79261 -0.0562 0.1902 0.0628
O 0.21732 2.13763 -2.73499 0.0184 0.1864 -0.1733
H 0.71637 1.39743 -3.09329 0.0100 -0.0426 0.1514
H 0.05080 2.70792 -3.49268 -0.0171 -0.0259 0.0157
C -0.30415 -3.13033 1.78684 -1.0890 0.0194 0.5549
C 1.04527 -3.27896 1.15911 1.2810 -0.7269 -0.5271
O 1.36443 -2.29037 0.13879 -0.9033 -0.6739 1.2661
O -0.59160 -1.73062 1.94874 0.7861 -0.6471 0.5997
H -0.30487 -3.62949 2.76161 0.3525 0.1488 0.0619
H -1.15053 -3.58467 1.27193 0.3847 0.0650 -0.5926
H 1.16771 -4.26778 0.70767 -0.5543 -0.0159 -0.0478
H 1.86540 -3.27509 1.88855 -0.3198 0.4710 0.3041
H 2.10018 -2.70743 -0.31530 0.1245 0.7553 -0.4898
H -1.34463 -1.60507 2.53556 -0.0729 0.3733 -0.2119
```
Forces are in eV/Å.